Record 1
A molecular structure, C43H33Cl2N5O2P2V in a non-equilibrium geometry, computed with wB97M-V/def2-TZVPD.

Calculated values
Kohn-Sham gap (spin up / spin down) = 6.1 / 5.4 eV
strongest force on any atom = 1.134 eV Å⁻¹
<S²> = 0.7997
E_tot = -125986.1050 eV
HOMO energy (spin up / spin down) = -6.29 / -5.62 eV
2S+1 = 2

Each line ends with the Mulliken spin population.
Atoms and positions in Å:
V 0.22 -1.36 -0.16  1.04
N 1.32 -1.49 -1.93  -0.06
C -1.02 3.08 -4.78  0.00
C -0.07 3.20 0.22  0.00
H -3.46 -3.16 -2.43  0.00
H 4.63 -3.24 1.93  0.00
C -0.05 0.68 3.40  0.01
C 5.17 1.17 0.72  0.00
H -4.20 1.62 2.82  0.00
C -3.76 0.58 -0.86  -0.01
C -0.81 -2.50 -2.61  0.02
H -1.96 1.61 1.82  0.00
C -2.65 0.96 -0.11  0.01
H 3.55 -3.61 4.16  0.00
H -1.09 3.49 0.48  0.00
H -1.05 0.60 5.28  0.00
C -2.05 2.60 -2.67  0.00
O -1.55 -2.87 -3.52  0.01
H 3.22 -2.48 0.04  0.00
H 0.68 0.66 -3.14  -0.01
P -0.99 0.74 -0.81  -0.03
N -1.06 -2.04 1.20  -0.07
C -5.02 0.58 -0.29  0.00
H 4.39 2.94 -2.06  0.00
H 1.06 -3.24 4.34  0.00
H 4.18 -0.98 -3.60  0.00
C -4.64 -2.89 0.73  0.00
H 0.19 3.69 -0.73  0.00
C 5.35 1.92 -0.44  0.00
C 2.78 1.33 0.45  0.03
C 1.14 -2.30 -4.18  0.01
H 0.73 1.93 -5.24  0.00
C -2.31 -2.37 0.68  0.01
H -6.16 0.94 1.48  0.00
C 3.16 -1.31 -3.44  0.01
C -0.24 1.04 4.72  0.00
H 3.09 -0.62 -1.40  -0.01
H 2.65 2.60 2.70  0.00
H -3.48 -2.37 2.47  0.00
C -5.18 0.96 1.03  0.00
C 2.43 -1.91 -4.46  -0.02
C -0.08 1.41 -3.33  0.00
H -1.00 3.63 -5.71  0.00
H 2.12 2.39 -1.29  0.00
C 0.61 -2.09 -2.91  0.00
C 1.61 -3.07 3.43  -0.01
C 1.84 2.16 3.26  0.00
H 2.87 -2.07 -5.43  0.00
C -0.05 2.12 -4.52  0.00
C -2.82 1.33 1.22  0.00
N 0.04 1.75 0.10  0.00
H 6.35 2.15 -0.78  0.00
H -2.84 2.79 -1.95  0.00
H -5.87 0.27 -0.88  0.00
N -1.06 -2.38 -1.31  -0.01
C 3.57 -3.07 2.08  0.00
H 2.29 3.26 5.04  0.00
H -0.73 -0.02 2.93  0.00
C 0.60 1.97 5.31  0.00
C -2.02 3.31 -3.85  0.00
C 4.25 2.36 -1.15  0.00
H 0.46 2.26 6.34  0.00
H 0.49 -2.77 -4.91  0.00
C 1.64 2.53 4.58  0.00
C 2.79 -2.64 1.02  0.04
N 1.48 -2.41 1.13  -0.03
O -1.23 -2.92 3.34  -0.01
C -1.08 1.64 -2.40  0.01
C -3.46 -2.98 -1.37  -0.01
C -3.47 -2.53 1.40  0.00
P 1.13 0.74 0.91  0.02
C 0.90 -2.63 2.32  0.02
H -3.64 0.27 -1.89  0.00
C 2.97 2.07 -0.72  0.00
C 2.56 -1.13 -2.21  -0.01
H 0.60 3.56 1.00  0.00
C 1.00 1.22 2.66  0.00
Cl -6.11 -3.01 1.65  0.00
C 2.97 -3.28 3.32  0.01
H 6.03 0.82 1.28  0.00
C -0.62 -2.52 2.36  0.00
Cl -6.10 -3.52 -1.47  0.00
H -2.78 4.05 -4.05  0.00
C -2.29 -2.59 -0.72  0.03
C -4.08 1.34 1.79  0.00
C 3.89 0.88 1.16  0.00
H 3.76 0.29 2.06  0.00
C -4.64 -3.11 -0.63  0.00

Record 2
A molecular structure, C43H34Br4F2N7O9Ta in a non-equilibrium geometry, computed with wB97M-V/def2-TZVPD.

Calculated values
Kohn-Sham gap = 6.1 eV
strongest force on any atom = 2.194 eV Å⁻¹
E_tot = -361160.9130 eV
HOMO energy = -6.92 eV
energy above the lowest of the compared OMol25 structures with the same formula, charge and spin = 46.4 kJ/mol

Each line ends with the Mulliken charge.
Atoms and positions in Å:
H -7.89 -3.64 -1.55  0.41
Br -2.56 -4.25 -1.98  -0.10
O -0.39 1.13 1.64  -0.25
C 2.44 3.88 1.94  -0.38
N -5.57 -5.09 -3.07  0.20
O -1.50 -1.61 -1.05  -0.80
Br -1.12 -6.76 -0.32  -0.25
H -7.42 2.88 -1.04  0.32
C -7.64 -3.87 -2.58  -0.65
H 4.45 4.32 -2.83  0.51
C 2.51 2.86 0.99  0.10
H 2.02 -2.46 -7.61  0.41
N 2.74 -1.05 -3.06  0.16
H -7.04 -5.79 -1.73  0.36
H 4.95 -0.23 -4.65  0.41
N 0.58 1.90 1.79  -0.76
O -2.62 0.14 0.51  -1.02
C 4.84 0.77 -4.24  -0.27
F -1.70 0.59 -2.06  -0.71
O 0.32 -1.04 0.61  -0.54
C -3.48 0.67 -0.22  1.22
H -4.15 -1.81 0.52  0.54
O 1.29 1.29 -0.28  -0.54
N 0.85 -0.33 -2.13  0.33
C 1.45 -0.42 -7.91  -0.40
C -0.97 -2.61 -0.43  0.42
H -8.58 -3.87 -3.15  0.48
C -4.71 -1.47 -0.34  -0.36
H 1.55 3.97 2.54  0.49
N -5.33 1.68 -2.11  0.19
H 3.68 1.90 -0.53  0.60
C -5.51 -2.32 -1.04  0.02
C 2.23 -1.31 -5.82  -0.32
C -3.45 2.02 -0.67  -0.01
Ta -0.50 0.30 -0.59  2.18
C -7.66 2.38 -1.98  -1.04
H -7.48 -5.88 -3.45  0.31
C -1.29 -3.94 -0.64  0.63
C 2.09 -0.06 -5.23  -0.81
H -5.58 -2.29 -4.68  0.34
H 3.45 5.54 2.79  0.38
H -5.10 -4.50 -2.37  -0.42
O 1.72 -2.37 -1.50  -0.65
O -1.13 2.40 -0.36  -0.58
C -6.13 -1.94 -2.24  -0.13
C 4.63 4.61 1.27  -0.56
C -4.57 -0.14 -0.76  0.29
C 1.30 0.83 -7.32  -0.96
C 5.91 1.64 -4.26  -0.95
C 3.64 2.70 0.19  -0.34
C 1.21 0.64 -2.99  0.21
H -8.03 1.38 -1.76  0.27
Br 2.14 -2.90 2.30  -0.16
Br 1.26 -6.07 1.81  -0.20
C 2.46 0.18 -3.77  3.32
H 5.57 3.46 -0.27  0.45
C -5.43 -4.45 -4.39  -0.56
C -6.40 2.31 -2.85  -0.78
C 0.71 -3.34 1.17  -0.24
H -6.60 1.79 -3.79  0.32
H -5.05 -5.98 -3.06  0.43
C 3.50 4.75 2.07  -0.56
O 0.63 1.70 -3.09  -0.61
H -6.58 -0.30 -3.49  0.42
H 3.57 -1.61 -3.17  0.32
C -5.35 0.34 -1.83  0.40
H 2.54 2.77 -2.79  0.52
H 0.94 1.66 -7.90  0.41
C -6.08 -0.60 -2.58  -0.87
C 3.62 1.17 -3.72  -0.32
C 0.06 -2.31 0.51  -0.72
H 5.44 5.31 1.35  0.39
C 1.91 -1.48 -7.15  -0.96
C 1.77 -1.35 -2.16  -0.25
C -4.40 2.46 -1.53  -0.02
H -8.44 2.95 -2.48  0.42
C 4.56 3.32 -3.23  -0.86
C 5.78 2.92 -3.76  -0.59
C -2.28 2.96 -0.36  -0.20
C -0.64 -4.97 0.02  0.01
H -6.08 3.33 -3.09  0.45
H 2.57 -2.15 -5.24  0.40
H 1.49 1.97 -5.51  0.48
C 4.69 3.59 0.34  -0.64
H -7.05 -3.17 -5.13  0.43
N 1.41 2.00 0.84  1.31
C 3.49 2.45 -3.20  -0.26
C -6.24 -3.11 -4.40  -0.55
H 6.61 3.60 -3.78  0.41
O -2.51 4.14 -0.19  -0.75
C 1.62 1.01 -5.98  -0.20
N -6.79 -2.83 -3.10  0.04
C -6.98 -5.28 -2.69  -0.49
C 0.36 -4.67 0.93  0.39
H -4.37 -4.27 -4.57  0.35
F -5.64 -3.62 -0.62  -0.47
H 1.19 -0.56 -8.95  0.39
H -5.82 -5.12 -5.16  0.33
H -4.39 3.50 -1.82  0.50
H 6.86 1.32 -4.68  0.41

Record 3
3 unconnected molecules or ions with the total composition C43H34BrN3O5, computed with wB97M-V/def2-TZVPD.

Calculated values
Kohn-Sham gap = 7.8 eV
strongest force on any atom = 0.542 eV Å⁻¹
SMILES string = CCN(CCc1cnc2cc(Br)c(C)cc2n1)C(C)=O.O=C1c2ccccc2C(=O)c2ccccc21.O=C1c2ccccc2C(=O)c2ccccc21
E_tot = -129894.5273 eV
HOMO energy = -8.95 eV

Each line ends with the Mulliken charge.
Atoms and positions in Å:
C 0.08 2.52 9.77  -0.49
O 0.64 2.15 1.02  -0.67
H -0.99 -5.32 -0.41  0.45
O -2.72 -2.02 -1.51  -0.61
C -2.12 1.41 -2.04  -1.03
H -2.09 -4.06 0.15  0.43
C -0.17 3.38 -2.28  0.43
C 3.18 -6.13 -4.00  -0.59
H -2.77 2.05 -3.99  0.44
H 3.28 -2.98 -7.30  0.36
H -2.75 -5.05 -4.50  0.38
C -0.80 -1.80 -2.89  -0.74
C -1.65 3.14 2.65  0.06
C -2.67 -4.77 -2.34  -0.78
C -2.29 4.31 6.70  0.68
H -2.87 0.64 -1.95  0.50
N -1.52 -3.97 -1.89  0.72
N 1.12 -6.82 -3.02  -0.61
C -2.35 -5.58 -3.63  -1.10
C -0.24 2.60 -1.12  0.44
C -1.65 4.04 9.09  -0.57
C 3.86 -5.39 -4.92  0.14
H 4.37 6.69 -0.41  0.40
H -0.49 -2.35 -3.77  0.30
H -0.74 -7.27 -2.29  0.48
C 0.88 4.43 -2.43  0.47
H -1.26 1.00 -0.12  0.69
C 2.77 5.66 -1.39  -0.62
C -1.21 1.61 -1.01  -0.50
H -1.24 -0.83 -3.11  0.19
C 1.81 4.67 -1.29  0.21
H 0.09 -1.64 -2.28  0.21
C -1.08 3.18 -3.31  -0.72
H 3.69 -6.82 -3.34  0.50
C -2.06 3.88 5.30  0.16
C -0.17 -6.66 -2.98  -0.63
H -3.31 4.42 2.20  0.42
H -2.96 -5.48 -1.56  0.43
C 2.55 4.18 0.95  -0.55
H 1.06 1.45 8.19  0.47
H 4.31 -4.38 -7.60  0.36
C 3.94 -3.70 -6.83  -1.67
C 1.09 -5.14 -4.75  0.29
C 3.19 -4.50 -5.80  1.03
Br 5.74 -5.56 -5.00  -0.19
C -0.89 3.46 10.09  -0.46
C -2.88 4.40 4.30  -0.68
C 0.30 2.17 8.45  -0.54
C -0.45 2.76 7.44  0.19
H -1.02 3.79 -4.19  0.49
H 2.46 3.60 1.86  0.53
O -3.13 5.13 6.98  -0.66
H -1.06 3.74 11.12  0.40
H 2.85 6.23 -2.31  0.48
H -3.67 5.09 4.56  0.48
C -1.21 -4.25 -0.47  -0.59
H -2.41 4.77 9.33  0.47
C -2.05 2.20 -3.18  -0.30
C -2.67 4.03 2.98  -0.72
C 3.62 5.91 -0.33  -0.47
H -0.04 1.93 3.39  0.63
O 0.98 5.07 -3.46  -0.67
H -3.55 -4.15 -2.50  0.33
O 0.70 1.60 5.74  -0.66
C 0.00 -3.49 0.04  -1.11
H 1.29 -3.71 -6.33  0.34
H 0.66 2.06 10.56  0.39
H 4.16 5.38 1.68  0.41
H 0.06 -3.64 1.12  0.41
C -1.78 -2.56 -2.05  0.01
H 0.93 -3.86 -0.39  0.26
H -1.49 2.86 1.62  0.34
C 0.70 2.83 0.01  0.38
H -2.82 -6.57 -3.58  0.40
C 3.51 5.18 0.85  -0.61
C 1.83 -4.39 -5.69  -0.67
C -0.84 2.62 3.64  -0.60
C -0.87 -5.72 -3.81  1.06
C 1.78 -6.03 -3.92  0.24
H 4.82 -3.22 -6.39  0.42
C -1.05 2.98 4.97  0.00
C -0.18 2.38 6.02  0.55
C 1.70 3.91 -0.12  0.25
H -0.06 -2.42 -0.12  0.12
C -1.44 3.69 7.76  0.15
N -0.26 -4.98 -4.69  -0.54

- Which of these has the lowest strongest force on any atom?
  C43H34BrN3O5

- Which value of E_tot does entry 2 give?
  -361160.9130 eV